# 1
A molecular structure, C45H78B2N8P2S3Sr at a distorted geometry, computed with ωB97M-V/def2-TZVPD.

ORCA input file:
```
! wB97M-V def2-TZVPD RIJCOSX def2/J DEFGRID3
* xyz 0 1
Sr 0.57 0.57 1.21
C -1.32 -1.31 7.13
C -1.71 -0.76 5.76
C -2.29 -1.89 4.90
C -2.74 0.35 5.97
N -0.49 -0.23 5.07
C 0.82 -0.45 5.52
C 1.67 0.05 4.61
N 0.90 0.62 3.60
B 1.69 1.78 2.87
N 0.75 2.93 2.41
C -0.07 3.50 3.39
C -0.73 4.50 2.81
N -0.33 4.58 1.47
C 0.65 3.66 1.25
S 1.71 3.48 -0.07
C -1.18 5.36 0.50
C -0.91 4.97 -0.96
C -0.89 6.84 0.70
C -2.64 5.01 0.79
N 2.71 1.17 1.77
C 3.87 1.91 1.59
C 4.88 1.03 1.52
N 4.38 -0.28 1.63
C 3.05 -0.20 1.88
S 1.96 -1.53 2.21
C 5.33 -1.45 1.70
C 4.68 -2.79 1.34
C 5.89 -1.50 3.12
C 6.44 -1.19 0.67
C -0.44 0.43 3.88
S -1.73 0.90 2.85
H -2.22 -1.63 7.64
H -0.84 -0.54 7.75
H -0.65 -2.17 7.05
H -3.25 -2.21 5.31
H -1.60 -2.74 4.89
H -2.44 -1.54 3.88
H -3.58 -0.04 6.54
H -3.11 0.74 5.03
H -2.29 1.18 6.53
H 1.04 -0.96 6.44
H 2.74 0.07 4.59
H 2.38 2.24 3.72
H -0.07 3.14 4.40
H -1.46 5.17 3.23
H 0.08 5.25 -1.28
H -1.64 5.50 -1.57
H -1.03 3.89 -1.10
H 0.16 7.05 0.48
H -1.10 7.16 1.72
H -1.51 7.43 0.02
H -2.76 3.92 0.78
H -3.27 5.43 0.01
H -2.99 5.40 1.74
H 3.86 2.98 1.61
H 5.93 1.23 1.39
H 4.09 -3.19 2.15
H 5.48 -3.50 1.12
H 4.05 -2.70 0.46
H 5.08 -1.55 3.84
H 6.48 -0.61 3.34
H 6.52 -2.38 3.24
H 6.01 -0.95 -0.30
H 7.05 -2.09 0.57
H 7.11 -0.38 0.97
C -0.20 -1.57 -5.04
C 1.14 -0.81 -5.18
C 2.20 -1.84 -5.59
C 0.99 0.25 -6.27
P 1.48 -0.21 -3.42
C 0.46 1.37 -3.27
N -0.85 1.08 -2.71
B -1.12 0.62 -1.33
N -2.49 0.10 -1.46
C -3.26 -0.56 -0.43
P -2.45 -2.05 0.38
C -4.02 -2.80 1.13
C -4.65 -1.67 1.97
C -3.60 -3.92 2.10
C -5.06 -3.35 0.16
C -1.87 -3.13 -1.06
C -0.45 -2.62 -1.39
C -2.72 -3.07 -2.32
C -1.73 -4.57 -0.56
C -3.01 0.36 -2.72
C -4.27 0.15 -3.26
C -4.52 0.56 -4.57
C -3.54 1.19 -5.32
C -2.26 1.40 -4.78
C -2.00 0.97 -3.49
C 3.28 0.42 -3.36
C 3.79 1.19 -4.57
C 4.15 -0.81 -3.07
C 3.37 1.32 -2.12
H -0.49 -1.99 -6.01
H -1.00 -0.93 -4.68
H -0.09 -2.40 -4.33
H 1.86 -2.36 -6.49
H 2.35 -2.58 -4.80
H 3.16 -1.37 -5.82
H 0.79 -0.25 -7.23
H 1.89 0.85 -6.39
H 0.14 0.91 -6.07
H 0.35 1.89 -4.22
H 0.99 1.99 -2.55
H -4.23 -0.86 -0.83
H -3.40 0.14 0.40
H -3.89 -1.04 2.44
H -5.28 -2.10 2.76
H -5.28 -1.02 1.36
H -2.74 -3.62 2.70
H -3.34 -4.84 1.58
H -4.43 -4.15 2.78
H -5.35 -2.62 -0.60
H -5.97 -3.62 0.71
H -4.71 -4.25 -0.35
H -0.50 -1.73 -2.02
H 0.11 -3.40 -1.91
H 0.09 -2.30 -0.50
H -2.79 -2.05 -2.70
H -3.73 -3.45 -2.16
H -2.26 -3.69 -3.10
H -1.17 -4.60 0.38
H -1.16 -5.15 -1.30
H -2.69 -5.06 -0.42
H -5.06 -0.31 -2.67
H -5.50 0.40 -5.00
H -3.76 1.52 -6.32
H -1.51 1.92 -5.36
H 3.93 0.55 -5.44
H 4.77 1.64 -4.34
H 3.11 2.00 -4.84
H 4.17 -1.52 -3.90
H 3.76 -1.34 -2.19
H 5.18 -0.51 -2.86
H 4.40 1.36 -1.76
H 3.06 2.34 -2.34
H 2.73 0.94 -1.32
*
```

Calculated values
- Strongest force on any atom: 7.94 eV/A
- Relative energy (zero: lowest compared OMol25 entry of this formula, charge and spin): 2.812 eV
- HOMO energy: -5.62 eV

Here are the Mulliken charges for atoms 1 to 99, given in e:
1 Sr -0.34
2 C -2.24
3 C 1.27
4 C -1.23
5 C -1.62
6 N 0.45
7 C -0.49
8 C -1.70
9 N 0.50
10 B 0.01
11 N 1.35
12 C -1.31
13 C -0.68
14 N 0.38
15 C 0.09
16 S -0.39
17 C 1.65
18 C -2.24
19 C -1.78
20 C -1.67
21 N 0.65
22 C -1.12
23 C -1.31
24 N 0.91
25 C -0.38
26 S 0.05
27 C 1.30
28 C -1.79
29 C -1.66
30 C -1.80
31 C 0.38
32 S -0.34
33 H 0.45
34 H 0.47
35 H 0.48
36 H 0.52
37 H 0.46
38 H -0.09
39 H 0.50
40 H 0.24
41 H 0.41
42 H 0.55
43 H 0.67
44 H -0.08
45 H 0.74
46 H 0.53
47 H 0.41
48 H 0.59
49 H 0.53
50 H 0.39
51 H 0.34
52 H 0.44
53 H 0.30
54 H 0.50
55 H 0.41
56 H 0.86
57 H 0.58
58 H 0.42
59 H 0.55
60 H 0.32
61 H 0.25
62 H 0.32
63 H 0.47
64 H 0.35
65 H 0.52
66 H 0.42
67 C -1.92
68 C 2.34
69 C -2.24
70 C -1.74
71 P 0.09
72 C -0.76
73 N 0.28
74 B 1.51
75 N 0.13
76 C -1.07
77 P 0.52
78 C 2.11
79 C -1.84
80 C -1.90
81 C -1.79
82 C 2.43
83 C -1.34
84 C -1.71
85 C -2.05
86 C 0.80
87 C -0.62
88 C -0.95
89 C -0.98
90 C -0.13
91 C -0.41
92 C 2.76
93 C -2.07
94 C -2.12
95 C -2.29
96 H 0.58
97 H 0.21
98 H 0.35
99 H 0.52

# 2
8 unconnected molecules or ions with the total composition C45H81N3O12S2 at a distorted geometry, computed with ωB97M-V/def2-TZVPD.

ORCA input file:
```
! wB97M-V def2-TZVPD RIJCOSX def2/J DEFGRID3
* xyz 0 1
N -3.32 5.46 5.13
C -3.15 4.07 5.79
C -4.35 3.06 5.31
C -3.99 1.47 5.41
C -2.73 0.97 4.48
C -3.09 0.74 2.89
N -4.45 0.08 2.58
C -5.29 1.06 2.11
S -6.55 2.00 1.42
O -3.34 2.11 2.40
S -1.85 2.61 1.70
O -0.65 2.92 2.62
O -2.29 3.89 0.92
O -1.59 1.16 0.84
C -1.89 0.14 1.89
C -0.60 -0.55 2.63
C 0.31 -1.52 1.67
C 1.47 -0.76 0.80
N 1.46 0.75 0.90
C 2.21 1.39 -0.28
C 1.07 2.03 -1.32
C 0.58 1.30 -2.71
C -0.58 1.87 -3.73
C -1.29 3.31 -3.35
C -0.80 4.10 -2.00
C 0.37 3.50 -0.98
O 0.74 4.30 0.20
H -2.61 6.13 5.49
H -3.29 5.37 4.09
H -3.30 4.29 6.96
H -2.06 3.67 5.61
H -5.26 3.25 6.05
H -4.70 3.42 4.23
H -3.70 1.23 6.54
H -4.98 0.83 5.20
H -2.42 -0.10 4.90
H -1.75 1.64 4.61
H -2.44 -0.68 1.22
H 0.06 0.27 3.14
H -1.04 -1.23 3.51
H -0.36 -2.22 0.98
H 0.88 -2.28 2.40
H 1.36 -1.04 -0.34
H 2.54 -1.13 1.13
H 1.96 0.98 1.80
H 2.92 0.60 -0.80
H 2.80 2.32 0.17
H 1.08 0.27 -3.01
H -0.90 1.28 -4.69
H -2.15 3.74 -4.04
H -1.32 5.13 -1.74
H 1.26 3.76 0.86
C -5.33 6.54 0.14
C -6.46 7.49 0.45
C -7.28 6.70 1.44
O -6.37 5.84 2.15
C -5.11 5.87 1.47
H -4.44 7.03 -0.25
H -5.67 5.80 -0.60
H -6.06 8.39 0.93
H -7.03 7.80 -0.43
H -8.01 6.05 0.93
H -7.82 7.33 2.15
H -4.41 6.44 2.09
H -4.72 4.85 1.37
C 1.24 -2.27 -6.43
C 2.50 -2.88 -5.87
C 2.55 -2.27 -4.49
O 1.20 -2.05 -4.08
C 0.34 -2.22 -5.21
H 0.81 -2.84 -7.26
H 1.44 -1.25 -6.79
H 2.39 -3.97 -5.80
H 3.39 -2.67 -6.46
H 3.06 -1.30 -4.49
H 3.05 -2.92 -3.76
H -0.20 -3.16 -5.09
H -0.38 -1.40 -5.26
C -8.85 -0.93 0.97
C -10.36 -0.99 1.01
C -10.66 -2.17 0.11
O -9.55 -3.07 0.22
C -8.48 -2.40 0.90
H -8.41 -0.42 1.82
H -8.53 -0.43 0.05
H -10.69 -1.21 2.03
H -10.85 -0.07 0.69
H -10.73 -1.86 -0.94
H -11.58 -2.69 0.39
H -8.41 -2.83 1.91
H -7.54 -2.57 0.38
C -0.66 -6.25 0.58
C 0.59 -6.64 1.33
C 1.32 -5.32 1.45
O 0.32 -4.29 1.49
C -0.95 -4.87 1.14
H -1.49 -6.94 0.72
H -0.44 -6.18 -0.49
H 0.32 -7.00 2.33
H 1.18 -7.41 0.84
H 1.94 -5.13 0.57
H 1.94 -5.26 2.34
H -1.55 -4.93 2.05
H -1.46 -4.22 0.42
C 7.77 -0.31 -5.16
C 7.19 -1.29 -6.15
C 6.31 -2.14 -5.26
O 5.85 -1.30 -4.20
C 6.61 -0.08 -4.22
H 8.14 0.62 -5.62
H 8.61 -0.77 -4.62
H 6.58 -0.76 -6.88
H 7.95 -1.87 -6.68
H 6.87 -2.97 -4.82
H 5.45 -2.55 -5.80
H 5.96 0.72 -4.58
H 6.94 0.17 -3.20
C 12.17 3.06 -5.67
C 11.34 3.01 -4.41
C 9.99 2.57 -4.94
O 10.23 1.76 -6.10
C 11.61 1.90 -6.46
H 13.24 2.98 -5.49
H 11.98 4.00 -6.20
H 11.73 2.24 -3.74
H 11.30 3.95 -3.87
H 9.39 3.44 -5.26
H 9.41 2.00 -4.21
H 12.12 0.96 -6.20
H 11.70 2.05 -7.54
C 1.46 -5.45 7.23
C 0.16 -5.50 6.46
C 0.60 -5.05 5.08
O 1.96 -5.48 4.91
C 2.46 -5.90 6.19
H 1.46 -6.08 8.12
H 1.67 -4.42 7.53
H -0.21 -6.53 6.42
H -0.62 -4.87 6.88
H 0.57 -3.96 4.99
H -0.02 -5.48 4.28
H 2.55 -6.99 6.16
H 3.46 -5.48 6.35
*
```

Calculated values
- Strongest force on any atom: 7.08 eV/A
- HOMO energy: -7.56 eV

Here are the Mulliken charges for atoms 1 to 99, given in e:
1 N -0.60
2 C -0.30
3 C -0.17
4 C -0.74
5 C -0.32
6 C 1.34
7 N -0.84
8 C 0.18
9 S -0.15
10 O -0.67
11 S 1.06
12 O -0.57
13 O -0.49
14 O -0.29
15 C 0.02
16 C -0.32
17 C 0.63
18 C -0.64
19 N -0.03
20 C -1.11
21 C 0.79
22 C -0.37
23 C -0.34
24 C -0.43
25 C -0.32
26 C 0.24
27 O -0.58
28 H 0.24
29 H 0.21
30 H 0.29
31 H 0.16
32 H 0.35
33 H -0.08
34 H 0.36
35 H 0.28
36 H 0.33
37 H 0.16
38 H 0.34
39 H 0.06
40 H 0.26
41 H -0.32
42 H -0.12
43 H 0.00
44 H 0.24
45 H 0.30
46 H 0.34
47 H 0.30
48 H 0.15
49 H 0.24
50 H 0.27
51 H 0.28
52 H 0.35
53 C -0.57
54 C -0.54
55 C -0.50
56 O -0.37
57 C 0.36
58 H 0.36
59 H 0.26
60 H 0.27
61 H 0.35
62 H 0.27
63 H 0.27
64 H 0.04
65 H -0.19
66 C -0.67
67 C -0.41
68 C -0.16
69 O -0.37
70 C -0.38
71 H 0.37
72 H 0.29
73 H 0.21
74 H 0.24
75 H 0.16
76 H 0.32
77 H 0.26
78 H 0.18
79 C -0.09
80 C -0.64
81 C -0.43
82 O -0.41
83 C -0.49
84 H 0.15
85 H 0.18
86 H 0.29
87 H 0.34
88 H 0.25
89 H 0.29
90 H 0.28
91 H 0.27
92 C -0.60
93 C -0.49
94 C -0.59
95 O -0.10
96 C -0.51
97 H 0.34
98 H 0.29
99 H 0.17